Entry 1:
C5H50BNO25 | ωB97M-V/def2-TZVPD

Properties
highest occupied orbital energy: -8.96 eV
frontier orbital gap: 8.75 eV

Each line ends with the Löwdin charge.
Atoms and positions in Å:
O  -3.58177  -1.78781  1.60594  0.060
C  -3.31443  -0.58227  1.65352  -0.348
C  -3.07056  0.52478  0.51552  -0.028
C  -1.73069  1.18564  1.08147  -0.214
C  -0.61176  0.17852  0.59761  -0.102
O  0.69846  0.82430  0.44409  -0.180
O  1.29275  0.32319  -0.71359  -0.050
B  -1.47526  2.75853  0.82606  -0.508
O  -0.65812  3.60337  1.60969  0.138
O  -2.10424  3.33336  -0.33690  0.097
C  -2.14246  1.16509  2.63975  -0.145
N  -3.11399  0.07698  2.95738  0.046
H  -3.84506  1.34232  0.41126  0.104
H  -3.02416  -0.07510  -0.42762  0.105
H  -0.44735  -0.69827  1.27969  0.130
H  -0.89501  -0.22626  -0.41552  0.119
H  1.39582  -0.64784  -0.64283  0.110
H  -0.83437  3.52008  2.56370  0.054
H  -3.01539  3.59667  -0.14194  0.069
H  -2.80252  2.10107  2.69836  0.100
H  -1.34247  1.41104  3.38947  0.127
H  -3.97462  0.55735  3.22253  0.104
O  1.65257  -0.50804  -4.07051  -0.045
H  1.81582  -0.60776  -3.12579  0.031
H  1.72333  0.44598  -4.22025  0.029
O  3.04261  2.89898  1.50311  -0.061
H  3.49335  3.31111  0.75994  0.040
H  2.42809  2.28486  1.08889  -0.002
O  -2.18855  -2.10594  -0.92560  -0.065
H  -2.28931  -2.76820  -0.23953  0.020
H  -2.16542  -2.61422  -1.73897  0.040
O  0.84759  -0.32851  3.13099  -0.048
H  1.15652  0.43324  2.62634  0.023
H  1.42913  -0.32308  3.89867  -0.007
O  4.69004  -0.78123  -5.08290  -0.050
H  4.63875  -1.51319  -5.70922  0.060
H  3.76792  -0.52190  -4.94931  0.011
O  4.48358  0.82271  0.21775  -0.054
H  4.83679  0.56876  1.07561  0.037
H  3.57073  0.51343  0.23960  0.003
O  6.07194  -2.49395  -3.01345  -0.074
H  6.90670  -2.07707  -2.77963  0.031
H  5.63054  -1.83915  -3.57261  -0.013
O  -0.88094  -4.16578  -1.28716  -0.072
H  -0.51185  -4.73579  -0.59607  0.046
H  -0.14394  -3.59993  -1.54289  0.055
O  -3.49543  3.64099  4.16592  -0.058
H  -4.06890  4.38583  3.96282  0.040
H  -3.76594  3.37360  5.04956  0.032
O  -0.06073  3.91500  4.37836  -0.050
H  0.31842  3.43274  5.12809  0.028
H  0.64686  4.50430  4.09716  0.053
O  -0.60490  -4.33244  -4.22777  -0.065
H  -0.76371  -4.64785  -3.32603  0.000
H  0.31678  -4.05512  -4.22066  0.027
O  -5.00022  2.65397  -0.80578  -0.044
H  -5.08791  1.93282  -1.43953  0.059
H  -5.90769  2.93088  -0.63744  0.052
O  -5.88883  2.49690  4.70242  -0.052
H  -6.59850  2.92666  4.21340  0.045
H  -6.11363  1.56062  4.66395  0.044
O  2.01359  1.91496  5.21596  -0.051
H  2.38938  1.43552  5.96137  0.034
H  2.72280  2.50543  4.93482  0.053
O  0.87402  2.07658  -5.82086  -0.051
H  0.19428  1.39398  -5.76967  0.042
H  0.38444  2.87542  -6.04155  0.045
O  -1.72220  -5.34497  1.02481  -0.050
H  -1.75759  -5.91525  1.80445  0.021
H  -1.96040  -4.47342  1.36376  0.042
O  3.11375  0.13313  -7.75182  -0.045
H  2.57623  0.01927  -6.96068  0.023
H  3.98182  0.38034  -7.41134  0.044
O  3.05327  -0.56044  5.14522  -0.048
H  3.43255  -1.05809  5.87873  0.060
H  3.76612  0.02385  4.86510  0.052
O  2.90723  -1.15091  -10.45263  -0.073
H  3.06675  -1.24814  -9.50551  0.000
H  2.98006  -0.20384  -10.60212  0.025
O  -0.70446  -6.75603  3.66912  -0.048
H  -0.86323  -7.06971  4.56530  0.043
H  0.21710  -6.47669  3.67838  0.045

Forces on the atoms, in the same order (eV/Å):
0.60 3.05 -0.54
-1.21 -0.60 0.85
0.30 -0.89 0.23
-0.32 -1.77 0.89
-0.14 -0.18 -0.21
-1.03 -0.15 0.86
0.95 -0.36 -1.40
0.19 1.21 -1.31
-1.77 -1.21 -0.87
0.71 -0.49 1.59
-1.03 2.75 -0.15
1.23 -0.22 -1.32
0.49 -1.36 0.64
0.34 0.96 0.60
-0.37 0.81 -0.42
0.33 0.65 1.08
-0.27 0.38 0.75
0.62 -0.21 0.05
0.14 -0.12 -0.35
1.08 -0.86 0.04
-0.51 -1.10 -0.76
0.08 -0.53 0.00
0.34 0.22 -0.20
-0.04 0.08 -0.06
-0.20 0.03 0.11
-0.12 0.23 0.29
0.08 -0.11 0.02
-0.22 0.08 -0.01
-0.42 0.97 -0.27
-0.13 0.00 -0.01
-0.03 -0.09 0.05
0.22 0.05 -0.05
-0.14 0.01 -0.08
0.00 -0.10 0.22
-0.04 -0.01 -0.16
0.03 0.00 0.03
-0.03 -0.17 0.27
0.09 -0.35 -0.16
0.01 0.11 0.00
-0.01 0.06 -0.12
0.03 0.07 -0.03
-0.02 -0.05 0.04
-0.07 0.04 -0.04
1.08 -0.87 -0.27
-0.42 -0.18 0.05
-0.11 0.14 0.07
0.36 0.39 -0.03
0.02 -0.02 0.01
-0.11 -0.10 -0.09
0.05 0.11 0.30
-0.06 -0.15 -0.31
-0.02 -0.01 -0.13
0.08 0.02 0.16
-0.11 0.00 -0.04
-0.03 -0.02 -0.13
-0.39 0.15 -0.05
0.17 0.03 -0.01
0.05 0.05 0.00
-0.43 -0.26 0.01
0.03 0.02 0.04
0.01 0.02 0.10
0.11 0.54 0.12
-0.17 -0.16 -0.05
-0.13 0.07 -0.15
-0.11 -0.28 0.09
-0.01 0.03 -0.03
0.12 0.05 0.03
0.04 0.04 0.22
0.14 -0.02 0.01
-0.07 -0.07 0.02
0.18 -0.14 0.09
-0.14 0.12 -0.11
-0.03 0.02 0.00
0.39 -0.21 0.39
-0.09 -0.17 -0.11
-0.07 -0.03 -0.17
0.08 -0.14 -0.05
-0.09 0.20 -0.03
-0.04 -0.01 0.07
0.08 0.01 0.06
-0.11 -0.01 -0.06
-0.04 0.03 -0.10

Entry 2:
C5H5BClFO2S | ωB97M-V/def2-TZVPD

Properties
highest occupied orbital energy (alpha / beta): -7.47 / -7.50 eV
frontier orbital gap (alpha / beta): 7.14 / 7.15 eV

Each line ends with the natural charge from an NBO analysis.
Atoms and positions in Å:
B  2.97414  -0.28307  0.04615  1.015
C  1.55670  -0.88249  0.16809  -0.600
C  -1.10508  -0.39648  -0.05878  -0.246
C  -0.11845  0.53524  -0.15301  0.001
C  -0.88083  -1.75876  0.11650  0.208
C  -2.52070  -0.04844  -0.30711  -0.629
O  2.94941  1.03831  -0.23952  -0.867
O  4.04216  -1.11607  -0.02681  -0.888
F  -1.90512  -2.67128  0.13366  -0.321
S  0.80153  -2.30850  -0.11247  0.552
Cl  -0.20818  2.15091  0.12194  0.109
H  -3.25739  -0.60201  0.10526  0.234
H  -2.75459  0.87331  0.14104  0.220
H  -2.51298  0.22013  -1.40699  0.230
H  3.83694  1.46983  -0.25380  0.486
H  4.89648  -0.75339  -0.41356  0.496

Forces on the atoms, in the same order (eV/Å):
-1.24 -0.67 -1.16
-2.65 2.85 -0.51
-0.97 -0.69 0.44
3.42 -4.65 0.84
1.62 -0.90 -0.51
1.90 3.03 -2.50
1.66 1.56 0.25
2.37 0.18 -0.45
1.23 0.86 -0.30
-1.67 0.52 0.89
0.12 0.88 0.06
-2.09 -2.79 0.42
0.10 1.73 0.66
-0.97 -0.88 1.01
-1.07 -0.47 -0.04
-1.76 -0.56 0.92

Entry 3:
C5H5Br2NOS | ωB97M-V/def2-TZVPD

Properties
highest occupied orbital energy (alpha / beta): -8.03 / -8.00 eV
frontier orbital gap (alpha / beta): 7.28 / 7.22 eV

Each line ends with the natural charge from an NBO analysis.
Atoms and positions in Å:
C  1.30057  -1.04774  0.25511  0.723
C  1.64833  -0.36429  -1.08870  -0.513
C  -0.31376  0.40325  1.59606  -0.076
C  0.74519  0.78585  -0.60249  -0.098
C  -2.04681  0.18462  -0.11638  -0.619
N  0.60513  0.11986  0.62508  -0.430
O  1.57815  -2.09436  0.74531  -0.510
S  -0.95760  0.72904  -1.49023  0.160
Br  -2.47753  -1.67086  -0.04658  0.081
Br  -3.45537  1.31734  0.24849  0.125
H  2.65287  -0.32800  -1.23137  0.233
H  1.25347  -0.79404  -2.01367  0.246
H  -0.67568  1.38817  1.60697  0.218
H  -0.76169  -0.41589  2.10077  0.240
H  0.90475  1.78705  -0.58840  0.221

Forces on the atoms, in the same order (eV/Å):
0.43 0.05 -1.82
-2.68 -0.69 -0.32
-1.29 -1.26 -3.73
-0.97 -2.92 -0.56
3.28 0.35 -0.21
-0.37 0.03 2.84
-0.45 0.40 0.59
-1.19 -0.73 1.15
-0.03 -0.10 -0.15
-0.94 0.66 0.26
3.11 0.97 -0.17
-0.21 -0.35 0.37
-0.10 1.16 0.68
0.18 -0.35 0.98
1.25 2.79 0.10

Entry 4:
C5H5BrN2O | ωB97M-V/def2-TZVPD

Properties
highest occupied orbital energy (alpha / beta): -8.09 / -8.09 eV
frontier orbital gap (alpha / beta): 7.96 / 7.96 eV
SMILES: O=N[C@@H]1C=C/C(=C\Br)N1

Each line ends with the natural charge from an NBO analysis.
Atoms and positions in Å:
O  -1.50305  0.20577  1.92104  -0.267
N  -1.73640  0.95342  1.00565  0.137
C  -1.38543  0.48013  -0.38781  -0.030
C  -1.14458  -0.98100  -0.47099  -0.186
C  0.14655  -1.22071  -0.21887  -0.190
C  0.86275  0.04462  -0.15189  0.104
C  2.16149  0.28109  0.08431  -0.342
Br  3.33218  -1.11466  0.58149  0.040
N  -0.05336  1.02862  -0.47878  -0.572
H  -2.07656  0.94050  -1.09781  0.209
H  -1.93982  -1.69130  -0.58362  0.228
H  0.61633  -2.17690  -0.08919  0.241
H  2.60368  1.25708  0.12727  0.221
H  0.11621  1.99335  -0.24081  0.406

Forces on the atoms, in the same order (eV/Å):
-0.23 0.48 -1.29
-0.55 0.11 1.59
0.37 -0.03 -0.14
0.47 -0.04 0.17
-0.57 -0.22 -0.19
1.10 0.27 0.00
-0.43 -0.57 0.33
0.04 0.05 -0.10
-0.10 0.32 -0.60
-0.05 -0.11 0.25
-0.10 -0.23 0.02
0.10 -0.14 -0.05
0.04 0.21 -0.08
-0.09 -0.09 0.09

Entry 5:
C5H5BrN4S2 | ωB97M-V/def2-TZVPD

Properties
highest occupied orbital energy (alpha / beta): -8.42 / -8.42 eV
frontier orbital gap (alpha / beta): 7.46 / 7.46 eV

Each line ends with the natural charge from an NBO analysis.
Atoms and positions in Å:
C  1.64796  -1.05524  0.03854  0.171
C  0.53232  0.64699  1.25041  -0.038
C  -0.28294  0.49128  2.26474  -0.403
C  0.69281  -1.33359  -1.10141  -0.362
C  -0.30116  -0.31915  -1.42783  0.118
N  1.55051  -0.25120  0.99470  -0.412
N  -1.17011  0.02271  -0.53874  -0.238
N  -1.05360  2.16525  -0.08942  -0.385
N  -1.78457  1.22801  -0.56595  -0.064
S  -3.39748  1.32397  -0.56772  0.011
S  0.59964  2.10614  0.23980  0.474
Br  1.86288  -1.81610  -2.63055  0.019
H  2.37748  -1.92680  0.09925  0.199
H  -0.86024  1.33466  2.39691  0.210
H  -0.48748  -0.37843  2.83463  0.222
H  0.37309  -2.26361  -0.76259  0.270
H  -0.29911  0.02509  -2.43478  0.209

Forces on the atoms, in the same order (eV/Å):
0.46 -1.08 0.66
1.73 -0.14 -0.03
-0.06 0.28 -0.38
1.97 0.31 -0.31
-2.16 0.45 0.79
0.85 -1.33 -0.20
1.86 -2.19 -1.06
-0.89 2.01 -0.62
1.73 0.33 1.32
-1.35 -0.05 -0.65
-0.63 -0.48 -0.14
-0.55 0.28 0.15
-0.32 1.56 -0.05
-1.68 1.46 0.73
0.36 -0.69 0.35
-1.48 -1.70 0.15
0.15 0.98 -0.68

Entry 6:
C5H5BrO3 | ωB97M-V/def2-TZVPD

Properties
highest occupied orbital energy: -8.45 eV
frontier orbital gap: 7.93 eV

Each line ends with the natural charge from an NBO analysis.
Atoms and positions in Å:
C  -0.74592  -0.61198  -0.91732  0.026
C  -1.26727  -0.03926  0.14488  0.360
C  1.16670  1.18032  1.95327  0.661
C  1.34521  -0.09972  -0.12442  -0.077
C  0.50372  0.68552  0.93196  -0.473
O  1.74676  1.64686  2.85460  -0.452
O  0.52807  -0.57294  -1.24277  -0.465
O  -2.47234  0.14299  0.66634  -0.678
Br  -0.26261  3.34990  -0.63591  -0.213
H  -1.32821  -1.15405  -1.71390  0.226
H  2.19593  0.43244  -0.39402  0.202
H  1.76502  -1.00948  0.23491  0.181
H  -0.45687  2.31472  0.18002  0.193
H  -3.07697  -0.57141  0.81006  0.510

Forces on the atoms, in the same order (eV/Å):
-1.60 -0.70 -1.36
1.86 0.68 2.02
-1.31 -0.26 0.11
-1.85 -0.42 1.19
-0.97 -2.61 -1.93
-0.17 -0.12 -0.56
1.77 1.01 0.46
0.82 1.78 -0.26
0.27 2.82 -2.14
0.26 0.80 1.10
1.07 1.38 -1.49
0.03 -0.91 0.97
-0.34 -2.23 1.76
0.16 -1.24 0.15

Taking the records one at a time from the top gives total energy values of -2181.01951, -1327.01414, -5869.60688, -2952.16967, -3782.71390, -2993.06943 hartree.
Taking the records one at a time from the top gives energy relative to the best compared isomer or geometry (same formula, charge and spin) values of 109.4, 0.0, 274.5, 257.2, 327.6, 445.4 kJ/mol.